1.
C3H3O2Tl | ωB97M-V/def2-TZVPD

Structure (XYZ):
```
9
Properties=species:S:1:pos:R:3:forces:R:3
C -1.7700 0.6967 0.3236 -0.1 -0.4 -0.5
C -2.0822 -0.4266 -0.2953 -0.1 0.6 0.0
H -1.3127 1.6671 0.1238 -0.2 -0.3 0.0
H -1.8562 -0.5810 -1.3612 -0.1 0.1 0.3
H -2.6387 -1.2323 0.2009 0.2 0.2 -0.1
O 3.7651 0.9321 -0.8702 0.4 -1.1 0.7
C 3.2170 0.2178 -0.1473 -0.5 2.1 -1.4
Tl 0.2354 -0.9360 1.5004 -0.4 -0.5 0.7
O 2.4423 -0.3378 0.5253 0.8 -0.8 0.3
```
Forces are in eV/Å.

LUMO energy (alpha / beta): -4.85 / -5.30 eV
E_HOMO (alpha / beta): -13.734 / -14.619 eV
Largest force on an atom: 2.6 eV Å⁻¹
Total charge: +1
Frontier orbital gap (alpha / beta): 8.88 / 9.32 eV
Spin multiplicity: 2
Electronic energy: -11938.904 eV


2.
C10H41N2O14P | ωB97M-V/def2-TZVPD

Structure (XYZ):
```
68
Properties=species:S:1:pos:R:3:forces:R:3
C 3.3234 1.2865 0.5358 -0.3 -0.5 0.3
C 2.5427 0.1562 1.2220 0.4 0.1 0.2
C 1.5401 0.6500 2.2634 0.2 0.1 -0.3
C 0.3679 1.4425 1.6750 -0.1 -0.2 0.7
C -0.6514 0.6779 0.7813 -0.4 0.4 -1.1
C -0.0886 0.6274 -0.5638 0.0 -0.4 0.5
N 0.3396 0.5725 -1.6236 0.1 0.0 -0.6
P -0.8133 -1.1406 1.3987 1.3 -0.7 2.1
O -2.3291 -1.3934 1.9598 0.0 0.4 -1.5
O -0.6134 -2.0219 0.0334 -0.9 0.3 0.0
C -1.9670 1.5362 0.6095 0.0 0.9 0.3
C -2.7963 1.6337 1.9123 -0.6 -0.7 -0.4
C -1.6227 2.9758 0.0901 0.1 0.1 0.4
C -2.7939 0.9700 -0.4598 0.3 -0.5 -0.5
N -3.3071 0.5296 -1.3916 -0.2 0.1 0.3
H 4.2501 0.8658 0.1512 0.0 0.1 -0.4
H 2.7430 1.7591 -0.2551 0.1 0.1 -0.1
H 3.6031 2.0045 1.3046 0.0 0.3 -0.2
H 2.0919 -0.5069 0.4801 -0.1 0.0 0.0
H 3.2754 -0.4399 1.7657 -0.1 -0.2 0.0
H 2.0709 1.3468 2.9187 0.0 0.0 0.0
H 1.2500 -0.1806 2.8987 -0.3 0.1 0.0
H 0.7907 2.2687 1.1055 -0.1 0.0 -0.1
H -0.1806 1.8981 2.5011 -0.1 0.0 0.0
H -3.0344 -1.2673 1.2910 -0.3 -0.2 0.3
H -1.2986 -2.7079 -0.0221 0.1 0.0 -0.3
H -3.3314 2.5769 1.9650 0.2 0.2 0.1
H -3.5692 0.8680 1.8913 0.0 0.0 0.2
H -2.2174 1.4419 2.8090 0.1 0.2 0.0
H -0.5871 3.0717 -0.2215 0.0 -0.1 -0.3
H -2.2617 3.2685 -0.7381 0.0 0.0 -0.1
H -1.7780 3.6941 0.8923 0.0 0.0 0.1
O -2.1624 -2.1366 -2.3730 -0.1 0.0 -0.3
H -1.2357 -1.9408 -2.1852 0.0 -0.1 0.0
H -2.5566 -1.2766 -2.5547 0.0 0.0 0.3
O 5.3348 0.8513 2.6401 0.5 0.0 -0.1
H 5.9457 0.1143 2.7600 -0.1 -0.1 0.1
H 5.8279 1.6203 2.9499 -0.1 0.0 0.1
O -4.8863 -3.0445 -4.0645 0.0 0.2 0.0
H -3.9614 -2.8476 -3.8735 0.1 -0.2 0.1
H -5.2774 -2.1867 -4.2607 0.0 0.0 0.0
O 7.4073 1.6607 0.2998 0.0 -0.1 -0.1
H 6.8601 2.0682 -0.3797 0.0 0.1 0.0
H 6.7685 1.2826 0.9174 -0.1 0.0 0.0
O -5.0521 -1.0703 0.6928 0.3 0.1 0.3
H -4.8172 -0.3595 0.0854 -0.2 0.0 -0.2
H -5.5742 -1.6908 0.1741 0.1 0.0 0.0
O -0.5953 2.9359 -3.5769 0.0 0.0 0.1
H -0.3647 2.0851 -3.1868 0.1 0.0 0.0
H -0.4379 2.8243 -4.5189 -0.1 0.0 0.0
O 1.5142 -1.9237 -2.7294 -0.3 -0.2 -0.2
H 1.2638 -2.1284 -3.6381 0.1 0.1 0.0
H 1.0831 -1.0764 -2.5415 0.2 0.0 0.1
O 0.2740 -4.6553 -3.0849 0.0 0.0 0.0
H 0.8919 -5.3853 -2.9846 0.0 0.0 0.0
H 0.7238 -3.8996 -2.6866 0.0 0.1 0.1
O 6.9082 -1.1452 -1.4001 0.0 0.1 0.0
H 6.5844 -0.9332 -2.2806 0.0 -0.1 0.0
H 7.3715 -0.3491 -1.1121 0.0 0.0 0.1
O 1.2154 -1.7340 4.6193 0.0 -0.1 0.1
H 0.4301 -2.2471 4.4015 0.0 0.0 -0.1
H 1.3610 -1.8955 5.5567 0.0 0.0 0.0
O -4.5542 0.2214 4.1853 0.0 -0.1 0.0
H -4.5809 -0.4910 3.5360 0.0 0.0 0.0
H -4.9013 -0.1719 4.9915 0.0 0.0 0.0
O -3.4380 0.4338 -4.7183 0.0 -0.2 0.0
H -3.0210 -0.3580 -5.0739 0.0 0.0 0.0
H -3.2969 0.3853 -3.7658 -0.1 0.2 0.0
```
Forces are in eV/Å.

LUMO energy: 0.22 eV
E_HOMO: -8.955 eV
Largest force on an atom: 2.6 eV Å⁻¹
Frontier orbital gap: 9.17 eV
Electronic energy: -51970.004 eV


3.
C7H10N2O | ωB97M-V/def2-TZVPD

Structure (XYZ):
```
20
Properties=species:S:1:pos:R:3:forces:R:3
C 2.8144 -0.8570 0.3143 -0.1 0.5 2.1
C 1.5670 -1.4915 0.4192 -1.7 -0.7 0.4
C 0.5616 -0.7198 1.0329 0.8 -0.7 1.7
C 0.8517 0.5496 1.6936 2.7 -2.8 0.7
C 2.2235 0.8657 1.8091 -1.9 -0.3 -1.9
C -1.5039 0.3064 -0.8411 -0.4 1.3 -3.7
C -2.6951 1.2113 -1.2214 -0.1 2.0 -1.1
H 3.6564 -1.3629 -0.0826 0.6 -0.3 -0.9
H 1.2728 -2.6127 0.1493 1.1 2.7 0.2
H -0.5172 -1.0190 1.0142 2.1 -1.3 1.4
H 0.1116 1.0193 2.3285 0.0 0.1 -0.3
H 2.4077 1.7583 2.4386 0.9 -0.7 -0.6
H -0.5499 -1.3088 -1.8182 -0.3 1.1 0.6
H -2.0345 -0.7204 -2.5785 3.0 0.9 2.4
H -3.1473 1.2849 -0.2961 -1.2 1.2 2.1
H -3.4638 0.7368 -1.7841 -0.3 -1.2 -0.7
H -2.7479 2.2779 -1.8264 1.4 -2.5 2.0
N 3.1626 0.2546 0.9980 -0.9 0.2 0.8
N -1.1923 -0.5013 -1.8473 -2.9 -3.5 -5.1
O -0.7773 0.3287 0.0979 -2.7 4.0 -0.2
```
Forces are in eV/Å.

LUMO energy: 0.47 eV
E_HOMO: -8.399 eV
Largest force on an atom: 6.8 eV Å⁻¹
Structure (SMILES): c1ccncc1.CC(N)=O
Frontier orbital gap: 8.87 eV
Electronic energy: -12444.914 eV


4.
C4H6O2 | ωB97M-V/def2-TZVPD

Structure (XYZ):
```
12
Properties=species:S:1:pos:R:3:forces:R:3
O 1.2389 1.3950 -0.2064 0.2 0.0 0.1
C 0.3125 0.4045 -0.0300 0.2 -0.8 -0.8
C 0.0840 -0.2802 1.2215 0.0 -1.1 -0.5
C 0.3002 -1.1412 -0.4115 -0.5 0.5 2.2
O -0.9397 -1.0082 -1.0397 -0.2 0.0 0.0
C -0.8878 0.4193 -0.9465 -0.2 0.4 -0.2
H 1.8280 1.4236 0.5582 -0.1 0.0 -0.1
H 0.8784 -0.1915 1.9815 -0.2 -0.6 -0.6
H -0.9049 -0.5101 1.5885 -0.2 0.4 0.0
H 0.5319 -2.2047 -0.2620 1.0 0.9 0.0
H -1.8280 0.8099 -0.5578 0.1 0.2 0.1
H -0.6136 0.8835 -1.8958 -0.2 -0.1 -0.1
```
Forces are in eV/Å.

LUMO energy: 0.83 eV
E_HOMO: -7.944 eV
Largest force on an atom: 2.3 eV Å⁻¹
Frontier orbital gap: 8.77 eV
Electronic energy: -8336.235 eV


5.
C6H18ClO6Zn2 | ωB97M-V/def2-TZVPD

Structure (XYZ):
```
33
Properties=species:S:1:pos:R:3:forces:R:3
Zn -1.9330 1.9325 -1.0123 0.8 0.0 0.1
Zn -3.4794 -2.6162 -0.6053 0.8 1.0 0.1
Cl -1.9233 -0.6824 -0.4848 -1.7 -0.1 -0.3
C -0.8330 -1.5574 3.0758 -3.1 1.3 0.7
C 0.5945 -1.2444 3.4844 -0.1 -1.3 0.5
O 0.7620 -1.8308 4.7534 0.2 0.7 -1.1
O -1.7832 -0.7918 3.9226 1.5 -0.7 -1.1
H -1.2433 -2.5672 3.0853 1.0 -0.3 -0.1
H -0.9675 -1.0859 2.1023 0.1 -0.1 -0.6
H 0.6093 -0.1546 3.4674 0.5 0.2 0.2
H 1.2685 -1.7064 2.7630 0.2 0.2 0.1
H 0.0985 -1.3594 5.2624 0.0 0.0 1.0
H -2.3289 -1.4341 4.3824 -0.2 0.0 0.3
C 0.6791 2.8298 -1.1570 2.4 1.8 -0.9
C -0.1442 3.8817 -1.9492 2.5 0.5 -0.1
O -1.4287 3.9609 -1.5002 -3.6 -2.7 1.1
O 0.0186 1.6511 -0.7670 -2.9 0.3 -0.5
H 1.1596 3.2324 -0.2653 0.0 0.2 -0.2
H 1.3957 2.5643 -1.9343 0.6 -0.1 0.5
H -0.0218 3.6915 -3.0155 -0.6 -0.1 -0.1
H 0.1353 4.9178 -1.7587 1.8 -0.4 -0.1
H -1.7838 4.8428 -1.6335 -0.9 0.2 0.1
H 0.5800 0.9386 -0.4527 0.6 -0.6 0.1
C 1.2480 -2.2885 -1.3056 1.8 0.8 -1.1
C 1.4031 -1.4510 -2.6459 0.1 0.3 1.1
O 0.1394 -1.1474 -3.1748 -1.0 -0.1 -0.4
O 1.0595 -1.4488 -0.1571 -0.5 0.2 -0.4
H 2.2016 -2.7838 -1.1230 -0.1 -0.1 0.0
H 0.4810 -3.0541 -1.4228 -0.2 0.1 0.1
H 2.1007 -1.8431 -3.3860 -0.3 -0.7 0.1
H 1.8236 -0.4627 -2.4599 0.4 -0.1 0.8
H -0.0061 -1.6702 -3.9667 -0.1 -0.1 -0.2
H 0.1183 -1.2630 -0.1213 0.1 -0.2 0.2
```
Forces are in eV/Å.

LUMO energy: -15.13 eV
E_HOMO: -17.790 eV
Largest force on an atom: 4.6 eV Å⁻¹
Total charge: +3
Frontier orbital gap: 2.66 eV
Electronic energy: -128121.298 eV


6.
C3HNOS2 | ωB97M-V/def2-TZVPD

Structure (XYZ):
```
8
Properties=species:S:1:pos:R:3:forces:R:3
C -0.1540 1.2264 -0.0892 -4.7 2.1 0.8
C 1.1476 -0.9432 0.0898 -2.0 -2.7 0.2
C -1.0019 -0.1470 -0.1712 5.1 1.2 0.3
H 1.9319 -1.8456 0.4772 -2.2 2.9 -1.4
N -0.1402 -1.2239 -0.0588 2.2 -1.0 1.0
O -0.8659 2.2587 0.1176 5.1 -3.7 -1.1
S 1.6080 0.6951 -0.2241 0.1 1.7 0.5
S -2.5256 -0.0205 -0.1413 -3.6 -0.5 -0.2
```
Forces are in eV/Å.

LUMO energy: -1.85 eV
E_HOMO: -9.251 eV
Largest force on an atom: 6.4 eV Å⁻¹
Structure (SMILES): O=C1SC=NC1=S
Frontier orbital gap: 7.40 eV
Electronic energy: -28332.482 eV


7.
C22H22ClFeN7O6PS2 | ωB97M-V/def2-TZVPD

Structure (XYZ):
```
62
Properties=species:S:1:pos:R:3:forces:R:3
Fe -0.3324 0.3090 -0.0456 -3.7 -0.6 -1.9
O -0.0181 -3.3716 1.4839 0.0 0.0 0.0
C -0.1796 -2.5299 0.6242 0.2 0.4 -0.2
O 0.4003 -1.3611 0.6162 0.8 -0.1 0.9
C -1.1172 -2.7727 -0.5547 -0.2 0.0 -0.1
P -0.8532 -1.4283 -1.7550 0.8 0.2 0.0
C -2.2836 -1.4118 -2.8590 -0.1 0.2 0.0
C -2.3334 -0.4026 -3.8238 0.0 0.0 0.0
C -3.4194 -0.2958 -4.6769 0.0 0.0 0.0
C -4.4791 -1.1880 -4.5615 0.0 0.0 0.0
C -4.4440 -2.1829 -3.5975 0.0 0.0 0.0
C -3.3510 -2.2947 -2.7463 0.0 -0.1 -0.1
C 0.5026 -2.0880 -2.8048 0.0 0.0 0.0
C 1.7694 -2.2136 -2.2272 0.0 -0.1 0.0
C 2.8362 -2.7097 -2.9620 0.0 0.0 0.0
C 2.6596 -3.0776 -4.2897 0.0 0.0 0.0
C 1.4062 -2.9606 -4.8704 0.0 0.0 0.0
C 0.3330 -2.4729 -4.1326 0.0 0.0 0.0
H -2.1309 -2.6839 -0.1626 0.0 -0.1 0.0
H -0.9762 -3.7669 -0.9738 0.0 0.0 0.0
H -1.5156 0.3085 -3.8959 0.0 0.0 0.0
H -3.4481 0.4903 -5.4210 0.0 0.0 0.0
H -5.3358 -1.1002 -5.2179 0.0 0.0 0.0
H -5.2713 -2.8738 -3.4989 0.0 0.0 0.0
H -3.3383 -3.0758 -1.9981 0.0 0.0 0.0
H 1.9094 -1.9401 -1.1870 0.0 0.0 0.0
H 3.8096 -2.8069 -2.4958 0.0 0.0 0.0
H 3.4947 -3.4531 -4.8682 0.0 0.0 0.0
H 1.2558 -3.2596 -5.9001 0.0 0.0 0.0
H -0.6421 -2.3984 -4.5973 0.0 0.0 0.0
C 6.2703 0.3615 1.8332 -0.1 0.0 0.0
O 5.0126 1.0399 2.0285 0.2 -0.1 0.0
C 4.0163 0.7170 1.2389 0.1 0.2 0.3
S 4.0112 -0.3890 0.0145 0.0 -0.2 -0.2
S 2.5157 1.4218 1.4307 0.0 0.1 -0.1
H 6.8963 0.6888 2.6553 0.0 0.0 0.0
H 6.7063 0.6515 0.8798 0.0 0.0 0.0
H 6.1287 -0.7163 1.8651 0.0 0.0 0.0
N 0.0450 3.0460 4.4956 0.3 -0.2 -0.2
N -0.1889 1.9869 3.6331 -0.1 0.2 0.3
N -0.0983 0.7394 4.0292 -0.1 0.0 -0.2
C -0.3272 0.0944 2.8902 -0.3 0.0 0.2
N -0.5633 0.9523 1.8857 1.1 0.2 0.0
N -0.4502 2.1747 2.3857 -0.1 -0.2 -0.2
H -0.2121 2.7447 5.4261 -0.1 0.1 0.0
H -0.4858 3.8421 4.1683 -0.1 0.0 0.1
H -0.3298 -0.9782 2.7864 0.1 0.1 0.0
O -4.1604 0.6634 -0.8135 0.2 0.0 0.1
N -2.9873 0.5707 -0.5392 0.0 0.1 0.0
O -2.1177 1.3658 -1.0103 0.3 0.0 0.5
O -2.5363 -0.3384 0.2161 0.4 -0.1 0.3
Cl 2.8214 0.7672 -4.5915 0.0 0.0 0.0
C 1.6965 1.5895 -3.5666 0.1 0.0 -0.1
C 0.9956 2.6903 -4.0190 0.0 0.1 -0.1
C 0.1100 3.3008 -3.1492 0.0 0.0 0.0
C -0.0643 2.7732 -1.8831 0.2 0.0 0.2
N 0.6114 1.7014 -1.4530 0.4 -0.4 0.1
C 1.4935 1.1311 -2.2803 0.1 0.1 0.2
H 1.1478 3.0596 -5.0248 0.0 0.0 0.0
H -0.4492 4.1757 -3.4498 0.0 0.0 0.0
H -0.7742 3.2024 -1.1933 0.0 0.0 0.0
H 2.0603 0.2924 -1.9017 -0.1 0.0 0.0
```
Forces are in eV/Å.

LUMO energy (alpha / beta): 0.25 / -2.39 eV
E_HOMO (alpha / beta): -8.485 / -8.458 eV
Largest force on an atom: 4.2 eV Å⁻¹
Frontier orbital gap (alpha / beta): 8.73 / 6.07 eV
Spin multiplicity: 2
Electronic energy: -123749.597 eV


8.
C2H2ClFO2 | ωB97M-V/def2-TZVPD

Structure (XYZ):
```
8
Properties=species:S:1:pos:R:3:forces:R:3
C -0.6578 -0.3260 -2.2330 0.6 -1.4 -0.3
C 0.6485 0.6958 1.7445 0.1 -0.6 0.9
O -0.8326 -0.8786 -1.0254 -1.4 2.0 1.7
O -0.4206 0.8396 2.2341 0.6 -0.1 -0.8
F 1.6124 1.6056 1.8098 0.2 1.1 0.1
Cl -0.0404 -1.4877 -3.2706 0.3 0.3 -1.3
H 1.1708 -0.1606 1.3045 -0.9 -0.4 -0.3
H -1.4803 -0.2882 -0.5638 0.5 -0.9 0.0
```
Forces are in eV/Å.

LUMO energy (alpha / beta): 0.69 / -1.87 eV
E_HOMO (alpha / beta): -7.605 / -11.801 eV
Largest force on an atom: 3.0 eV Å⁻¹
Frontier orbital gap (alpha / beta): 8.30 / 9.93 eV
Spin multiplicity: 3
Electronic energy: -21436.686 eV


Look up the largest force on an atom of the eighth one.
3.0 eV Å⁻¹


Look up the largest force on an atom of the eighth one.
3.0 eV Å⁻¹


Look up the largest force on an atom of the second one.
2.6 eV Å⁻¹